## 1
# C6H10BrN2

A gas-phase ion, C6H10BrN2 (charge +1) (ωB97M-V/def2-TZVPD, the OMol25 dataset).

Positions of all 19 atoms, in Å:
C (-0.93680, 0.36176, -0.24396)
C (-0.95487, 0.01435, 1.14538)
C (1.30266, 0.63972, 1.80762)
C (0.52335, -0.44902, -3.19669)
C (-0.25485, -0.62089, 3.27835)
C (0.16975, 0.74296, -2.41112)
N (-0.07926, 0.25177, -1.08719)
N (0.13966, 0.04432, 1.90187)
Br (2.78979, -0.15350, 2.40989)
H (-1.83932, 1.02465, -0.42206)
H (-1.94070, 0.08196, 1.63857)
H (0.88005, -0.29246, -4.22128)
H (-0.29380, -1.12535, -3.47297)
H (1.34278, -1.06956, -2.81525)
H (-0.30834, 0.19349, 4.01042)
H (-1.27509, -1.04013, 3.09797)
H (0.53287, -1.38732, 3.51836)
H (-0.71754, 1.33305, -2.65499)
H (0.91967, 1.45019, -2.28291)

Charge: +1
2S+1: 1
Kohn-Sham gap (alpha / beta) in Eh: 0.2567 / 0.2471

---

## 2
# C6H10BrN2

A gas-phase ion, C6H10BrN2 (charge +1) (ωB97M-V/def2-TZVPD, the OMol25 dataset).

Positions of all 19 atoms, in Å:
C (-1.58448, -2.12995, 1.01794)
C (-1.11512, -1.25713, 0.03940)
N (-0.13653, -0.29796, 0.34283)
C (0.27524, -0.23609, 1.73399)
C (0.30269, 0.56573, -0.57379)
N (1.04246, 1.56590, -0.32633)
C (1.88890, 2.05864, -1.38560)
C (2.13847, 1.60836, -2.74351)
Br (2.86092, 3.62254, -0.79013)
H (-2.26695, -2.94289, 0.71857)
H (-1.52902, -2.19219, 2.04918)
H (-1.47704, -1.49161, -0.98811)
H (0.42103, -1.26110, 2.03181)
H (1.22095, 0.24156, 1.79194)
H (-0.51726, 0.06550, 2.45609)
H (-0.01897, 0.39016, -1.59041)
H (1.47290, 1.88724, 0.57935)
H (2.75992, 2.35959, -3.29265)
H (2.04868, 0.64695, -3.23168)

SMILES: C=CN(C)/C=[NH+]/C(=C)Br
Charge: +1
2S+1: 1
Kohn-Sham gap in Eh: 0.3140

---

The most stable arrangement is 2, and the next structure is 3.399 eV less stable.

---

## 1
# C2H5BrSi

2 unconnected molecules or ions with the total composition C2H5BrSi (ωB97M-V/def2-TZVPD, the OMol25 dataset).

Positions of all 9 atoms, in Å:
C (0.86556, -1.67040, -0.54729)
C (0.48639, -0.36988, -0.60110)
Si (-1.15716, 1.37857, 0.78809)
Br (1.13277, 0.60210, -2.07343)
H (1.71415, -2.05276, -1.11987)
H (0.65951, -2.30989, 0.32399)
H (-1.40252, 2.60506, 0.10159)
H (-2.04277, 0.34639, 1.00484)
H (-0.25594, 1.47080, 2.12318)

Charge: 0
2S+1: 1
Kohn-Sham gap in Eh: 0.2938

---

## 2
# C2H5BrSi

2 unconnected molecules or ions with the total composition C2H5BrSi (ωB97M-V/def2-TZVPD, the OMol25 dataset).

Positions of all 9 atoms, in Å:
C (-0.46243, 1.11592, -1.11649)
C (-0.55129, 0.17667, -0.36227)
Si (-0.93906, -0.90102, 1.12227)
H (-0.20899, 1.90582, -1.66962)
H (-2.36449, -0.88662, 1.05369)
H (-0.38550, -0.34396, 2.38282)
H (-0.82487, -2.37633, 0.98284)
Br (3.29415, 1.09719, -1.51039)
H (2.44248, 0.21233, -0.88285)

SMILES: C#C[SiH3].Br
Charge: 0
2S+1: 1
Kohn-Sham gap in Eh: 0.4127

---

The most stable arrangement is 2, and the next structure is 1.820 eV less stable.

---

## 1
# C6H9N2O2

A gas-phase ion, C6H9N2O2 (charge +1) (ωB97M-V/def2-TZVPD, the OMol25 dataset).

Positions of all 19 atoms, in Å:
C (0.72275, -0.71586, 0.80056)
N (-0.05093, 0.43815, 0.33718)
C (-1.53021, 0.11528, -0.05543)
C (-2.45370, 1.30564, 0.21283)
C (-2.49482, 2.40044, -0.44172)
O (-2.59513, 3.33414, -1.10977)
C (-1.27597, -0.50672, -1.51445)
N (-0.49405, 0.25785, -2.42710)
C (-1.91580, -1.54780, -2.07883)
O (-2.26735, -2.55320, -2.56206)
H (0.67641, -1.35616, -0.06833)
H (1.63030, -0.32369, 1.04135)
H (0.24168, -1.16638, 1.56623)
H (0.38481, 0.89362, -0.55443)
H (-0.01713, 1.12218, 1.12361)
H (-2.09730, -0.74545, 0.39814)
H (-3.18140, 1.28913, 1.02565)
H (-0.98197, 0.98317, -2.81045)
H (0.12829, -0.01212, -3.22398)

SMILES: C[NH2+][C@@H](C=C=O)C(N)=C=O
Charge: +1
2S+1: 1
Kohn-Sham gap in Eh: 0.3513

---

## 2
# C6H9N2O2

2 unconnected molecules or ions with the total composition C6H9N2O2 (ωB97M-V/def2-TZVPD, the OMol25 dataset).

Positions of all 19 atoms, in Å:
C (-1.46650, -1.90227, -1.24993)
C (-1.44619, -0.60516, -0.97382)
C (0.36268, -1.69346, 0.11974)
C (2.41331, 3.00018, 2.23691)
C (0.67886, 0.27346, -1.08901)
C (-0.60839, 0.48946, 0.99594)
N (-0.45776, -2.54354, -0.58334)
N (-0.25567, -0.36579, -0.12052)
O (3.17357, 3.78845, 1.99305)
O (1.69922, 2.13507, 2.44649)
H (-2.17341, -2.41265, -1.84346)
H (-2.29063, 0.09199, -0.88168)
H (1.69634, 0.02084, -0.79526)
H (0.49092, -0.30253, -2.00643)
H (0.28171, 1.31372, -1.09162)
H (0.28539, 0.76555, 1.57056)
H (-0.83823, 1.45708, 0.45165)
H (-1.35626, -0.00109, 1.52480)
H (-0.18896, -3.50931, -0.70406)

Charge: +1
2S+1: 1
Kohn-Sham gap in Eh: 0.3657

---

The most stable arrangement is 2, and the next structure is 0.536 eV less stable.